1.
# C42H41N2O2

The ion C42H41N2O2 with charge +1 in a non-equilibrium geometry (ωB97M-V/def2-TZVPD, the OMol25 dataset).

As for the net charge: +1. As for the HOMO-LUMO gap: 6.66 eV. Its structure (SMILES) is CN1C(=O)[C@H](Cc2ccccc2)/[N+](=C\[C@H](c2ccccc2)[C@H](c2ccccc2)c2ccc(Oc3ccccc3)cc2)C12CCCC2. As for the relative energy (zero: lowest compared OMol25 entry of this formula, charge and spin): 0.929 eV. The calculation puts the LUMO energy at -4.52 eV. The calculation puts the HOMO energy at -11.18 eV.

Each line ends with the Mulliken charge.
Geometry (Å):
1 C 1.407 -2.512 -0.663  -0.66
2 N 1.258 -1.372 0.202  1.14
3 C 1.996 -0.215 0.025  -0.54
4 O 2.779 0.026 -0.897  -0.65
5 C 1.594 0.759 1.119  0.35
6 C 2.727 0.832 2.162  -1.23
7 C 3.635 2.042 2.078  0.21
8 C 4.400 2.412 3.196  -0.45
9 C 5.204 3.554 3.155  -0.65
10 C 5.282 4.314 1.978  -0.44
11 C 4.572 3.905 0.843  -0.76
12 C 3.781 2.750 0.881  -0.16
13 N 0.369 0.111 1.622  0.56
14 C -0.871 0.531 1.403  -0.94
15 C -1.323 1.622 0.488  0.58
16 C -2.344 2.533 1.228  0.08
17 C -2.429 3.868 0.827  -0.15
18 C -3.473 4.665 1.270  -0.84
19 C -4.465 4.140 2.112  -0.56
20 C -4.332 2.824 2.567  -0.95
21 C -3.290 2.023 2.116  -0.28
22 C 0.601 -1.352 1.491  1.49
23 C 1.551 -1.957 2.549  -0.67
24 C 1.187 -3.440 2.561  -0.83
25 C -0.252 -3.562 2.017  -0.70
26 C -0.691 -2.153 1.616  -1.31
27 H 1.440 -2.163 -1.701  -0.31
28 H 2.326 -3.076 -0.451  0.40
29 H 0.546 -3.179 -0.544  0.21
30 H 1.347 1.749 0.723  1.07
31 H 2.318 0.728 3.181  0.45
32 H 3.366 -0.054 1.997  0.25
33 H 4.346 1.804 4.102  0.39
34 H 5.768 3.856 4.039  0.38
35 H 5.904 5.210 1.941  0.38
36 H 4.628 4.478 -0.083  0.39
37 H 3.278 2.389 -0.019  0.44
38 H -1.599 0.140 2.137  0.38
39 H -0.459 2.233 0.175  0.81
40 H -1.654 4.263 0.159  0.40
41 H -3.535 5.696 0.932  0.41
42 H -5.320 4.741 2.400  0.44
43 H -5.077 2.403 3.243  0.40
44 H -3.254 0.984 2.461  0.28
45 H 2.600 -1.807 2.289  0.05
46 H 1.362 -1.458 3.510  0.39
47 H 1.878 -4.006 1.924  0.25
48 H 1.279 -3.851 3.569  0.48
49 H -0.302 -4.244 1.163  0.40
50 H -0.915 -3.965 2.790  0.40
51 H -1.264 -1.723 2.445  0.77
52 H -1.311 -2.084 0.713  -0.18
53 C 3.145 -4.339 -2.868  -0.57
54 C 1.867 -4.722 -3.290  -0.48
55 C 1.109 -3.862 -4.076  -0.12
56 C 1.622 -2.591 -4.347  -0.10
57 O 0.741 -1.629 -4.878  -0.53
58 C 0.083 -0.828 -3.948  0.03
59 C 0.799 0.053 -3.136  -0.74
60 C 0.134 0.730 -2.113  0.17
61 C -1.214 0.464 -1.851  0.00
62 C -1.991 1.244 -0.804  0.12
63 C -3.456 0.755 -0.665  -0.41
64 C -4.478 1.699 -0.805  -0.23
65 C -5.803 1.345 -0.571  -0.86
66 C -6.124 0.006 -0.346  -0.63
67 C -5.117 -0.962 -0.299  -1.17
68 C -3.770 -0.580 -0.417  0.19
69 C -1.929 -0.302 -2.776  -0.77
70 C -1.303 -0.950 -3.827  -0.90
71 C 2.918 -2.212 -3.999  -0.11
72 C 3.671 -3.094 -3.228  -0.55
73 H 3.739 -5.023 -2.258  0.45
74 H 1.452 -5.696 -3.014  0.42
75 H 0.114 -4.120 -4.445  0.45
76 H 1.856 0.220 -3.329  0.35
77 H 0.661 1.522 -1.577  0.74
78 H -2.119 2.214 -1.323  0.71
79 H -4.210 2.736 -1.027  0.50
80 H -6.567 2.127 -0.600  0.45
81 H -7.169 -0.281 -0.231  0.42
82 H -5.363 -2.017 -0.193  0.44
83 H -2.961 -1.320 -0.361  0.52
84 H -3.012 -0.402 -2.690  0.42
85 H -1.864 -1.559 -4.530  0.52
86 H 3.299 -1.237 -4.312  0.50
87 H 4.675 -2.801 -2.910  0.40



2.
# C42H41NO4P2Zn

A structure of composition C42H41NO4P2Zn in a non-equilibrium geometry (ωB97M-V/def2-TZVPD, the OMol25 dataset).

As for the HOMO-LUMO gap: 6.58 eV. As for the relative energy (zero: lowest compared OMol25 entry of this formula, charge and spin): 0.000 eV. The calculation puts the LUMO energy at -1.22 eV. The calculation puts the HOMO energy at -7.80 eV.

Each line ends with the Mulliken charge.
Geometry (Å):
1 Zn 0.009 1.047 5.513  0.28
2 C 3.805 2.932 2.990  -0.49
3 C 3.034 2.748 1.914  -0.28
4 C 3.360 1.952 0.678  -0.82
5 C 2.902 0.468 0.696  -0.02
6 C 3.187 -0.335 1.926  -0.48
7 C 4.111 -0.068 2.857  -0.39
8 C 5.269 0.860 2.670  -0.75
9 C 5.125 2.285 3.263  -0.56
10 C -0.474 -0.194 4.123  -0.54
11 H 3.451 3.584 3.796  0.41
12 H 2.049 3.225 1.874  0.35
13 H 4.416 2.016 0.384  0.48
14 H 2.804 2.414 -0.154  0.42
15 H 1.815 0.437 0.505  -0.18
16 H 3.381 -0.044 -0.156  0.29
17 H 2.535 -1.211 2.046  0.51
18 H 4.082 -0.580 3.826  0.24
19 H 5.476 0.947 1.594  0.33
20 H 6.131 0.393 3.178  0.39
21 H 5.266 2.258 4.355  0.19
22 H 5.973 2.884 2.885  0.35
23 H -1.205 -0.885 4.583  0.30
24 H 0.418 -0.781 3.839  0.07
25 H -0.902 0.248 3.206  0.19
26 P -3.587 0.246 -3.990  0.02
27 P -3.226 -2.890 -3.443  0.01
28 C -2.427 -0.726 -4.974  -0.68
29 C -2.306 -2.065 -4.763  -0.52
30 C -4.343 1.289 -5.313  0.31
31 C -3.739 1.559 -6.547  0.12
32 C -4.351 2.436 -7.450  -0.63
33 C -5.593 3.004 -7.142  -0.46
34 C -6.233 2.685 -5.935  -0.52
35 C -5.620 1.819 -5.029  -0.35
36 C -2.411 1.396 -3.162  0.55
37 C -1.606 0.834 -2.151  -0.81
38 C -0.658 1.624 -1.502  -0.09
39 C -0.495 2.969 -1.858  -0.49
40 C -1.302 3.522 -2.858  -0.57
41 C -2.271 2.747 -3.498  -0.46
42 C -3.831 -4.336 -4.457  0.33
43 C -4.821 -4.057 -5.422  -0.37
44 C -5.247 -5.053 -6.302  -0.57
45 C -4.697 -6.342 -6.219  -0.43
46 C -3.742 -6.634 -5.237  -0.56
47 C -3.326 -5.638 -4.345  -0.29
48 C -1.839 -3.653 -2.522  0.41
49 C -2.153 -4.137 -1.236  -0.47
50 C -1.192 -4.833 -0.505  -0.55
51 C 0.092 -5.024 -1.033  -0.52
52 C 0.414 -4.496 -2.286  -0.67
53 C -0.539 -3.785 -3.023  0.02
54 H -1.829 -0.199 -5.732  0.47
55 H -1.692 -2.705 -5.414  0.80
56 H -2.793 1.099 -6.819  0.14
57 H -3.854 2.668 -8.393  0.39
58 H -6.068 3.694 -7.843  0.36
59 H -7.210 3.114 -5.694  0.37
60 H -6.111 1.554 -4.089  0.36
61 H -1.716 -0.225 -1.898  0.36
62 H -0.038 1.188 -0.716  0.31
63 H 0.258 3.578 -1.354  0.39
64 H -1.177 4.566 -3.142  0.36
65 H -2.904 3.188 -4.269  0.29
66 H -5.230 -3.046 -5.500  0.38
67 H -5.999 -4.824 -7.063  0.36
68 H -5.013 -7.116 -6.922  0.35
69 H -3.313 -7.638 -5.165  0.37
70 H -2.586 -5.877 -3.579  0.28
71 H -3.159 -3.985 -0.839  0.37
72 H -1.454 -5.236 0.474  0.40
73 H 0.836 -5.584 -0.463  0.40
74 H 1.411 -4.639 -2.702  0.40
75 H -0.268 -3.358 -3.987  0.33
76 O 1.074 2.139 6.752  -0.76
77 C 2.351 1.786 6.591  1.02
78 O 2.744 1.048 5.646  -0.57
79 C 3.278 2.279 7.660  0.07
80 C 4.576 1.738 7.795  -0.18
81 C 5.376 2.042 8.895  -0.53
82 C 4.899 2.908 9.895  0.00
83 C 3.640 3.527 9.734  -0.45
84 C 2.854 3.227 8.623  -0.35
85 N 5.660 3.085 11.088  0.91
86 O 6.761 2.492 11.201  -0.57
87 O 5.199 3.820 11.992  -0.57
88 H 4.968 1.058 7.041  0.40
89 H 6.368 1.613 9.017  0.45
90 H 3.300 4.231 10.492  0.44
91 H 1.891 3.726 8.501  0.38



3.
# C42H42CeClN9O6

A structure of composition C42H42CeClN9O6 in a non-equilibrium geometry (ωB97M-V/def2-TZVPD, the OMol25 dataset).

As for the net charge: +2. As for the HOMO-LUMO gap: 5.12 eV. As for the relative energy (zero: lowest compared OMol25 entry of this formula, charge and spin): 0.126 eV. The calculation puts the LUMO energy at -7.97 eV. The calculation puts the HOMO energy at -13.09 eV.

Each line ends with the Mulliken charge.
Geometry (Å):
1 Ce 0.957 0.538 1.540  -0.49
2 O 0.649 0.504 3.937  -0.49
3 C 1.742 1.047 3.739  0.71
4 O 1.778 2.016 2.858  -0.36
5 C 3.065 0.473 4.216  -0.35
6 C 4.249 1.391 3.818  -0.16
7 C 5.518 0.945 4.537  -0.95
8 C 5.894 -0.339 3.749  -1.01
9 C 4.773 -0.397 2.717  -0.25
10 O 4.468 0.986 2.446  -0.47
11 C 3.464 -0.863 3.392  -0.06
12 C 2.396 -1.228 2.380  0.61
13 O 1.288 -1.639 2.725  -0.42
14 O 2.561 -0.862 1.126  -0.47
15 H 2.999 0.278 5.284  0.66
16 H 4.030 2.450 3.870  0.78
17 H 6.285 1.708 4.441  0.36
18 H 5.350 0.770 5.600  0.35
19 H 6.855 -0.237 3.254  0.36
20 H 5.928 -1.234 4.369  0.35
21 H 5.009 -0.922 1.799  0.74
22 H 3.602 -1.715 4.056  0.69
23 C -0.666 -3.623 0.534  -1.14
24 C -0.150 -2.394 0.148  -0.12
25 N -0.620 -1.264 0.671  0.52
26 C -1.586 -1.353 1.603  0.58
27 C -2.012 -2.589 2.048  -0.70
28 N -1.560 -3.722 1.510  -0.51
29 C -2.154 -0.068 2.082  0.86
30 C -3.361 0.017 2.733  -1.08
31 C -3.865 1.274 3.075  0.15
32 C -3.099 2.394 2.746  -0.78
33 C -1.875 2.235 2.134  1.02
34 N -1.420 1.019 1.796  0.39
35 C -0.968 3.360 1.802  -0.25
36 C -1.118 4.630 2.330  -0.49
37 N -0.266 5.613 2.045  -0.54
38 C 0.735 5.325 1.222  -0.58
39 C 0.905 4.048 0.706  -0.20
40 N 0.056 3.069 0.992  0.05
41 C -5.180 1.419 3.742  0.36
42 C -5.382 2.393 4.712  -0.57
43 C -6.629 2.483 5.313  -0.43
44 N -7.654 1.689 4.997  -0.55
45 C -7.455 0.764 4.058  -0.47
46 C -6.240 0.585 3.410  -0.47
47 H -0.333 -4.540 0.060  0.53
48 H 0.645 -2.317 -0.582  0.53
49 H -2.721 -2.680 2.863  0.59
50 H -3.927 -0.875 2.967  0.62
51 H -3.486 3.384 2.948  0.81
52 H -1.930 4.870 3.006  0.43
53 H 1.432 6.118 0.982  0.42
54 H 1.733 3.812 0.050  0.38
55 H -4.580 3.048 5.031  0.50
56 H -6.811 3.221 6.086  0.38
57 H -8.303 0.135 3.811  0.38
58 H -6.147 -0.170 2.638  0.50
59 C 3.337 -1.110 -4.798  -2.04
60 C 1.834 -1.338 -4.574  2.49
61 C 1.604 -1.880 -3.155  -1.22
62 C 1.403 -2.427 -5.567  -2.26
63 C 1.043 -0.009 -4.817  1.57
64 O 1.059 0.354 -6.191  -0.66
65 C -0.416 0.030 -4.301  -0.35
66 C -1.492 -0.841 -4.996  -1.56
67 C -2.133 -1.865 -4.085  -0.01
68 C -2.137 -3.229 -4.359  -0.05
69 C -2.743 -4.139 -3.498  -1.01
70 C -3.374 -3.675 -2.357  0.36
71 Cl -4.135 -4.790 -1.270  -0.20
72 C -3.419 -2.317 -2.079  -1.05
73 C -2.791 -1.427 -2.935  0.15
74 C 1.774 1.238 -4.253  -2.42
75 N 2.001 1.231 -2.786  0.97
76 C 1.129 1.352 -1.806  -0.58
77 N 1.768 1.251 -0.635  1.03
78 C 3.088 1.089 -1.000  -1.08
79 N 3.263 1.077 -2.287  -0.80
80 H 3.844 -2.077 -4.814  0.50
81 H 3.803 -0.510 -4.015  0.33
82 H 3.521 -0.632 -5.763  0.40
83 H 2.242 -2.755 -2.999  0.64
84 H 0.566 -2.195 -3.000  0.14
85 H 1.875 -1.148 -2.381  -0.18
86 H 1.981 -3.332 -5.368  0.52
87 H 1.610 -2.141 -6.599  0.49
88 H 0.352 -2.699 -5.471  0.33
89 H 0.562 -0.287 -6.710  0.57
90 H -0.719 1.074 -4.415  0.79
91 H -0.441 -0.198 -3.234  -0.39
92 H -1.112 -1.326 -5.894  0.76
93 H -2.286 -0.179 -5.347  0.28
94 H -1.669 -3.600 -5.265  0.44
95 H -2.736 -5.200 -3.719  0.47
96 H -3.970 -1.966 -1.213  0.54
97 H -2.849 -0.362 -2.723  0.49
98 H 1.175 2.105 -4.513  0.59
99 H 2.753 1.358 -4.701  0.38
100 H 0.073 1.525 -1.939  0.67
101 H 3.893 0.994 -0.288  0.67



4.
# C42H42F48O12

A cluster of 9 separate species, C42H42F48O12 in total in a non-equilibrium geometry (ωB97M-V/def2-TZVPD, the OMol25 dataset).

As for the HOMO-LUMO gap: 10.17 eV. Its structure (SMILES) is FC(F)C(F)(F)COC(F)(F)C(F)F.FC(F)C(F)(F)COC(F)(F)C(F)F.FC(F)C(F)(F)COC(F)(F)C(F)F.FC(F)C(F)(F)COC(F)(F)C(F)F.FC(F)C(F)(F)COC(F)(F)C(F)F.FC(F)C(F)(F)COC(F)(F)C(F)F.O=C1CCCO1.O=C1CCCO1.O=C1CCCO1. As for the relative energy (zero: lowest compared OMol25 entry of this formula, charge and spin): 0.000 eV. The calculation puts the LUMO energy at -0.02 eV. The calculation puts the HOMO energy at -10.18 eV.

Each line ends with the Mulliken charge.
Geometry (Å):
1 C -0.617 7.007 -1.393  -0.97
2 C -0.419 7.008 -2.866  1.33
3 C -1.799 6.970 -3.537  0.37
4 F -2.567 8.008 -3.267  -0.32
5 F -1.669 6.955 -4.847  -0.27
6 F 0.350 8.081 -3.258  -0.36
7 F 0.267 5.910 -3.268  -0.24
8 O -1.445 5.953 -0.868  -0.45
9 C -0.895 4.991 0.018  0.64
10 C -1.904 3.850 0.337  1.05
11 F -1.468 3.055 1.280  -0.12
12 F -3.171 4.271 0.589  -0.34
13 F 0.173 4.471 -0.549  -0.04
14 F -0.542 5.654 1.089  -0.32
15 H -1.029 7.967 -1.081  0.45
16 H 0.383 6.982 -0.960  0.19
17 H -2.423 6.107 -3.302  -0.06
18 H -2.109 3.332 -0.600  -0.62
19 C 4.209 5.087 -1.553  -1.01
20 C 3.737 6.519 -1.178  1.14
21 C 4.989 7.325 -0.808  -0.04
22 F 4.689 8.539 -0.289  -0.28
23 F 5.756 6.686 0.097  -0.26
24 F 3.229 7.054 -2.273  -0.29
25 F 2.834 6.500 -0.172  -0.30
26 O 3.057 4.339 -2.030  -0.35
27 C 3.085 2.930 -1.929  0.78
28 C 1.817 2.350 -2.612  0.84
29 F 1.646 2.841 -3.849  -0.26
30 F 1.744 0.981 -2.617  -0.28
31 F 4.198 2.482 -2.509  -0.31
32 F 3.070 2.640 -0.636  -0.16
33 H 4.656 4.530 -0.729  0.52
34 H 4.991 5.072 -2.312  0.33
35 H 5.561 7.572 -1.702  0.34
36 H 1.004 2.719 -1.988  -0.41
37 C -4.776 -4.501 -0.578  -0.73
38 C -3.872 -5.786 -0.820  0.94
39 C -2.431 -5.437 -1.230  -0.01
40 F -2.354 -4.852 -2.450  -0.22
41 F -1.702 -4.708 -0.319  -0.19
42 F -3.801 -6.464 0.307  -0.29
43 F -4.442 -6.634 -1.646  -0.31
44 O -4.849 -3.626 -1.718  -0.41
45 C -4.661 -2.220 -1.581  0.74
46 C -4.673 -1.695 -3.056  0.07
47 F -4.342 -0.360 -3.068  -0.13
48 F -3.902 -2.360 -3.938  -0.25
49 F -5.611 -1.644 -0.831  -0.29
50 F -3.509 -2.092 -1.002  -0.16
51 H -4.374 -3.962 0.281  0.26
52 H -5.782 -4.864 -0.366  0.44
53 H -1.804 -6.328 -1.259  0.17
54 H -5.709 -1.713 -3.395  0.26
55 C 1.568 -4.909 1.793  -0.25
56 C 2.581 -6.019 1.388  1.04
57 C 1.796 -7.304 0.949  0.12
58 F 0.866 -7.108 -0.005  -0.20
59 F 2.619 -8.311 0.574  -0.31
60 F 3.436 -5.580 0.477  -0.33
61 F 3.388 -6.198 2.425  -0.35
62 O 0.651 -5.411 2.706  -0.56
63 C -0.198 -4.413 3.302  0.96
64 C -1.244 -5.086 4.258  0.12
65 F -0.613 -5.891 5.084  -0.27
66 F -2.002 -4.263 4.983  -0.22
67 F 0.627 -3.529 3.908  -0.26
68 F -0.832 -3.729 2.358  -0.16
69 H 1.189 -4.477 0.866  0.17
70 H 2.212 -4.102 2.142  0.08
71 H 1.319 -7.731 1.831  0.22
72 H -1.912 -5.683 3.638  0.24
73 C -3.019 0.092 4.873  -0.94
74 C -3.662 1.106 3.867  1.07
75 C -4.304 0.514 2.625  0.02
76 F -4.873 1.418 1.890  -0.24
77 F -3.514 -0.282 1.900  -0.11
78 F -4.567 1.839 4.583  -0.33
79 F -2.724 1.925 3.513  -0.16
80 O -3.848 -1.087 5.181  -0.35
81 C -4.669 -0.987 6.315  0.85
82 C -5.678 -2.225 6.261  0.21
83 F -5.052 -3.440 6.157  -0.22
84 F -6.460 -2.367 7.377  -0.28
85 F -3.828 -0.996 7.399  -0.29
86 F -5.348 0.137 6.337  -0.26
87 H -2.768 0.623 5.791  0.50
88 H -2.090 -0.298 4.456  0.27
89 H -5.112 -0.109 3.009  0.02
90 H -6.438 -2.086 5.492  0.20
91 C -1.719 0.978 -4.116  -0.90
92 C -1.998 2.514 -4.061  0.80
93 C -3.485 2.776 -3.745  -0.18
94 F -3.740 2.214 -2.573  -0.11
95 F -3.715 4.105 -3.676  -0.29
96 F -1.261 3.086 -3.064  -0.01
97 F -1.591 3.051 -5.135  -0.33
98 O -2.360 0.431 -5.259  -0.43
99 C -1.741 -0.705 -5.837  1.02
100 C -2.674 -1.199 -6.972  0.29
101 F -2.987 -0.293 -7.904  -0.26
102 F -2.290 -2.289 -7.609  -0.30
103 F -0.519 -0.474 -6.380  -0.29
104 F -1.541 -1.616 -4.893  -0.27
105 H -2.018 0.388 -3.250  0.25
106 H -0.644 0.796 -4.121  0.64
107 H -4.114 2.252 -4.465  0.31
108 H -3.627 -1.530 -6.560  0.08
109 O 7.068 1.866 -0.165  -0.67
110 C 6.307 0.960 -0.524  0.40
111 O 6.323 0.472 -1.740  -0.36
112 C 5.376 -0.575 -1.906  -0.56
113 C 4.662 -0.682 -0.579  0.74
114 C 5.433 0.130 0.406  0.34
115 H 5.779 -1.569 -2.104  0.34
116 H 4.691 -0.322 -2.714  0.24
117 H 4.615 -1.726 -0.269  0.24
118 H 3.633 -0.324 -0.570  -0.79
119 H 5.997 -0.533 1.062  -0.33
120 H 4.714 0.678 1.016  0.32
121 O 3.646 -0.235 3.329  -0.63
122 C 4.462 -1.178 3.350  0.20
123 O 4.226 -2.268 2.643  0.20
124 C 5.251 -3.209 2.856  -0.54
125 C 6.462 -2.321 3.368  -0.70
126 C 5.786 -1.250 4.140  -0.47
127 H 5.563 -3.688 1.928  0.32
128 H 4.908 -4.044 3.467  0.35
129 H 7.039 -1.985 2.507  0.28
130 H 7.117 -2.950 3.971  0.44
131 H 6.274 -0.280 4.045  0.27
132 H 5.577 -1.445 5.192  0.37
133 O -0.710 0.921 -1.250  -0.29
134 C -0.157 0.347 -0.309  0.18
135 O 0.861 0.880 0.346  -0.41
136 C 1.256 0.001 1.364  0.22
137 C 0.190 -1.057 1.532  1.93
138 C -0.572 -1.034 0.229  0.32
139 H 1.345 0.685 2.208  0.35
140 H 2.246 -0.424 1.196  -0.60
141 H -0.409 -0.958 2.437  -0.38
142 H 0.655 -2.027 1.705  -1.16
143 H -1.642 -1.051 0.433  -0.27
144 H -0.236 -1.817 -0.451  0.30



Q: The highest relative energy (zero: lowest compared OMol25 entry of this formula, charge and spin) belongs to which entry?
A: C42H41N2O2